The following is a quantum chemistry calculation of a cluster of 2 separate species, C12H18 in total in a non-equilibrium geometry, from the OMol25 dataset.

Each line ends with the Löwdin charge.
Positions of all 30 atoms, in Å:
C  -1.51  0.35  2.10  -0.107
C  0.58  -0.90  2.56  -0.069
C  -1.00  0.69  0.94  -0.127
C  0.93  -0.69  1.24  -0.047
C  -2.35  -1.63  -0.36  -0.043
C  -1.09  -1.77  -0.64  0.054
C  -0.83  -0.66  2.97  -0.178
C  0.05  -0.01  0.30  -0.286
C  1.57  1.77  -0.50  -0.019
C  -0.42  1.01  -2.02  -0.016
C  1.52  -0.43  -1.66  -0.078
C  0.66  0.58  -0.94  -0.527
H  -2.22  0.97  2.57  0.086
H  1.22  -1.50  3.21  0.104
H  -1.35  1.58  0.31  0.151
H  1.86  -1.08  0.87  0.090
H  -3.04  -2.30  -0.76  0.035
H  -2.77  -0.73  0.16  0.071
H  -0.51  -2.30  -1.22  -0.002
H  -0.94  -0.71  4.09  0.134
H  -1.19  -1.57  2.49  0.114
H  1.03  2.71  -0.33  0.087
H  2.21  1.91  -1.31  0.057
H  1.88  1.71  0.54  0.089
H  -0.66  2.02  -1.99  0.042
H  -0.01  0.75  -2.99  0.075
H  -1.33  0.38  -1.88  0.078
H  0.94  -1.32  -1.87  0.059
H  2.28  -0.94  -0.98  0.101
H  2.05  0.02  -2.45  0.071

Results
Net charge: 0
2S+1: 3
ΔE to the lowest compared entry with this formula, charge and spin (eV): 1.087
<S²>: 2.044
HOMO-LUMO gap (spin up / spin down) (eV): 6.2 / 7.9
HOMO energy (spin up / spin down) (eV): -5.32 / -9.05
Max |F| (eV/Å): 4.97
E_tot (eV): -12728.27986


The following is a quantum chemistry calculation of a structure of composition C35H28N7O2S5Ti in a non-equilibrium geometry, from the OMol25 dataset.

Each line ends with the Löwdin charge.
Positions of all 78 atoms, in Å:
Ti  -0.61  0.21  0.14  0.636
C  -3.93  1.16  0.88  -0.034
C  -3.59  -0.18  1.44  -0.284
C  -4.57  -0.94  2.08  -0.004
C  -4.24  -2.16  2.65  -0.037
C  -2.92  -2.58  2.60  -0.006
C  -1.99  -1.77  1.96  -0.200
N  -2.33  -0.61  1.36  0.063
C  -0.55  -2.14  1.94  -0.172
C  -0.13  -3.38  2.41  -0.005
C  1.23  -3.65  2.49  -0.037
C  2.13  -2.66  2.14  0.002
C  1.64  -1.44  1.69  -0.202
N  0.33  -1.19  1.54  0.094
C  2.61  -0.33  1.46  -0.258
C  3.72  -0.49  0.64  -0.034
C  4.58  0.59  0.51  -0.052
C  4.31  1.75  1.21  -0.024
C  3.20  1.80  2.05  -0.326
C  2.84  3.03  2.82  -0.035
N  2.38  0.76  2.18  0.165
H  -3.38  1.93  1.42  0.065
H  -5.00  1.34  0.95  0.086
H  -3.60  1.24  -0.16  0.026
H  -5.58  -0.57  2.11  0.115
H  -4.99  -2.76  3.14  0.113
H  -2.64  -3.50  3.08  0.101
H  -0.84  -4.13  2.71  0.104
H  1.57  -4.61  2.86  0.116
H  3.19  -2.79  2.25  0.123
H  3.87  -1.41  0.09  0.111
H  5.45  0.52  -0.13  0.110
H  4.96  2.61  1.12  0.115
H  3.72  3.46  3.31  0.080
H  2.08  2.80  3.56  0.072
H  2.43  3.79  2.15  0.080
O  -1.63  7.21  0.60  -0.074
C  -1.51  6.01  0.52  -1.036
S  -1.80  5.08  -0.96  0.948
C  -1.44  3.50  -0.30  -1.145
C  -1.09  3.45  1.01  -1.157
S  -0.64  2.01  1.89  0.552
S  -1.04  4.98  1.88  0.937
S  -1.53  2.12  -1.35  0.589
S  3.24  -0.21  -6.75  1.008
N  3.11  0.93  -5.61  -0.218
C  2.64  0.34  -4.52  -0.298
C  2.34  1.00  -3.27  -0.076
C  2.51  2.37  -3.08  0.025
C  2.13  2.93  -1.88  -0.009
C  1.53  2.11  -0.93  -0.171
N  1.36  0.80  -1.09  0.058
C  1.80  0.23  -2.22  -0.121
C  1.71  -1.24  -2.35  -0.140
N  1.44  -1.94  -1.25  0.133
C  1.33  -3.25  -1.35  -0.116
C  1.48  -3.95  -2.55  -0.035
C  1.81  -3.25  -3.68  0.005
C  1.96  -1.86  -3.59  -0.084
C  2.41  -1.05  -4.69  -0.303
N  2.71  -1.48  -5.91  -0.220
H  2.92  2.96  -3.89  0.122
H  2.23  3.98  -1.69  0.120
H  1.11  2.54  -0.02  0.062
H  1.12  -3.78  -0.43  0.104
H  1.35  -5.03  -2.57  0.107
H  1.98  -3.74  -4.63  0.119
C  -2.86  -0.87  -2.84  -0.049
C  -1.87  -1.70  -2.03  -0.496
C  -2.56  -2.82  -1.26  -0.035
O  -1.18  -0.87  -1.15  -0.359
H  -3.37  -1.49  -3.58  0.082
H  -2.34  -0.06  -3.36  0.068
H  -3.60  -0.42  -2.18  0.077
H  -1.13  -2.14  -2.72  0.130
H  -3.32  -2.41  -0.59  0.074
H  -1.83  -3.37  -0.65  0.070
H  -3.04  -3.53  -1.94  0.084

Results
Net charge: 0
2S+1: 2
ΔE to the lowest compared entry with this formula, charge and spin (eV): 0.000
<S²>: 0.754
HOMO-LUMO gap (spin up / spin down) (eV): 5.3 / 5.4
HOMO energy (spin up / spin down) (eV): -6.02 / -6.19
Max |F| (eV/Å): 1.31
E_tot (eV): -128572.68145


The following is a quantum chemistry calculation of the molecule C4H2N4 in a non-equilibrium geometry, from the OMol25 dataset.

Each line ends with the Löwdin charge.
Positions of all 10 atoms, in Å:
N  1.44  3.07  0.97  0.160
C  1.13  2.18  0.29  -0.182
C  0.62  1.31  -0.79  -0.122
N  0.06  0.17  -0.68  0.027
N  -0.03  -0.28  0.65  0.011
C  -0.62  -1.38  0.83  -0.127
C  -1.14  -2.20  -0.27  -0.185
N  -1.53  -2.95  -1.06  0.164
H  0.76  1.74  -1.81  0.130
H  -0.69  -1.67  1.89  0.124

Results
Net charge: 0
SMILES string: N#C/C=N\N=C/C#N
2S+1: 1
ΔE to the lowest compared entry with this formula, charge and spin (eV): 2.233
HOMO-LUMO gap (eV): 9.4
HOMO energy (eV): -10.90
Max |F| (eV/Å): 1.69
E_tot (eV): -10137.59569


The following is a quantum chemistry calculation of a structure of composition C7H14CuOP in a non-equilibrium geometry, from the OMol25 dataset.

Each line ends with the Löwdin charge.
Positions of all 24 atoms, in Å:
C  0.25  -0.57  -2.62  -0.207
C  1.61  -0.53  -3.04  -0.237
C  2.11  0.79  -2.83  -0.234
C  1.07  1.60  -2.29  -0.248
C  -0.09  0.80  -2.12  -0.219
Cu  -0.75  -1.38  1.29  -0.078
P  -1.45  -3.30  0.88  0.559
H  -0.42  -1.42  -2.65  0.036
H  2.17  -1.37  -3.43  0.048
H  3.13  1.12  -3.03  0.044
H  -1.05  1.11  -1.73  0.044
H  1.14  2.65  -2.04  0.044
H  -0.77  -4.38  1.52  -0.132
H  -1.37  -3.67  -0.50  -0.151
H  -2.81  -3.55  1.20  -0.124
C  -0.28  1.46  3.35  -0.123
C  -0.64  1.49  1.88  -0.292
O  -0.07  0.37  1.13  -0.236
H  -0.51  0.49  3.79  0.041
H  -0.86  2.22  3.87  0.068
H  0.78  1.68  3.50  0.071
H  -1.71  1.37  1.73  0.098
H  -0.29  2.40  1.38  0.119
H  0.80  0.61  0.78  0.109

Results
Net charge: -1
2S+1: 2
<S²>: 0.752
HOMO-LUMO gap (spin up / spin down) (eV): 4.2 / 5.9
HOMO energy (spin up / spin down) (eV): -0.73 / -2.61
Max |F| (eV/Å): 2.42
E_tot (eV): -63458.44725